Version A
{
  "formula": "C4H7ClOS",
  "method": "wB97M-V/def2-TZVPD",
  "homo_energy_ha": [-0.2887, -0.2860],
  "lumo_energy_ev": [-0.145, 0.098],
  "orbital_gap_ha": [0.283, 0.290],
  "charge": 0,
  "species": ["C", "C", "C", "C", "O", "S", "Cl", "H", "H", "H", "H", "H", "H", "H"],
  "xyz": [[0.47982, -1.55225, -0.41503], [-0.19711, -1.28755, -1.77368], [0.40280, 1.86358, 0.31777], [-0.64598, 0.02969, 1.83199], [1.40966, -2.27717, -0.12442], [-1.23107, 1.33367, 0.78785], [-1.95148, -0.85268, 2.49341], [-1.23651, -0.87028, -1.73934], [0.52165, -0.42266, -1.95795], [0.03842, -2.14190, -2.42673], [0.90404, 0.91855, -0.14433], [1.03190, 2.23667, 1.21211], [0.34468, 2.59506, -0.56172], [0.12918, 0.42727, 2.50008]],
  "lowdin_charge": [-0.2196, -0.0545, -0.4687, -0.9714, 0.0453, 0.7058, 0.5353, 0.0824, 0.0905, 0.0804, 0.0248, 0.0685, 0.0574, 0.0239]
}

---

Version B
{
  "formula": "C4H7ClOS",
  "method": "wB97M-V/def2-TZVPD",
  "homo_energy_ha": -0.3690,
  "lumo_energy_ev": 0.506,
  "smiles": "CC(C)(Cl)C(=O)S",
  "orbital_gap_ha": 0.388,
  "charge": 0,
  "species": ["C", "C", "C", "C", "H", "H", "H", "H", "H", "H", "H", "O", "S", "Cl"],
  "xyz": [[-0.48000, -1.33755, -0.31823], [0.12506, -0.20280, 0.51796], [1.41683, 0.40518, -0.17455], [-1.04636, 0.75314, 0.72582], [0.33185, -1.94539, -0.76934], [-1.18196, -1.87036, 0.23549], [-1.01090, -0.85969, -1.16388], [1.52083, -0.08268, -1.14923], [1.33192, 1.47021, -0.25094], [2.32148, 0.08613, 0.40128], [-0.69397, 1.67189, -1.38766], [-1.52559, 0.96489, 1.80105], [-1.78491, 1.69827, -0.66811], [0.67572, -0.75125, 2.20033]],
  "lowdin_charge": [-0.0992, -0.7904, -0.0853, -0.7628, 0.0995, 0.0630, 0.0712, 0.0756, 0.0621, 0.0743, -0.1665, -0.0034, 0.8309, 0.6309]
}

---

Version C
{
  "formula": "C4H7ClOS",
  "method": "wB97M-V/def2-TZVPD",
  "homo_energy_ha": -0.3705,
  "lumo_energy_ev": 0.508,
  "smiles": "CC(C)(Cl)C(=O)S",
  "orbital_gap_ha": 0.389,
  "charge": 0,
  "species": ["C", "C", "C", "C", "H", "H", "H", "H", "H", "H", "H", "O", "S", "Cl"],
  "xyz": [[0.49156, 1.59158, -0.87575], [0.52774, 0.37437, 0.15634], [0.66772, 0.87450, 1.59166], [-0.68233, -0.59278, 0.09531], [1.32886, 2.23192, -0.52983], [0.67354, 1.41662, -1.94775], [-0.37996, 2.26416, -0.75310], [1.60917, 1.42537, 1.63918], [-0.17784, 1.59858, 1.80407], [0.69971, 0.06264, 2.36760], [-1.74603, 1.26694, -0.03429], [-0.55467, -1.77949, 0.25783], [-2.29328, 0.06016, -0.22427], [1.94672, -0.61641, -0.40150]],
  "lowdin_charge": [-0.1270, -0.8429, -0.0957, -0.8248, 0.0796, 0.0833, 0.0600, 0.0771, 0.1067, 0.1094, -0.1487, -0.0186, 0.8773, 0.6643]
}

---

Version D
{
  "formula": "C4H7ClOS",
  "method": "wB97M-V/def2-TZVPD",
  "homo_energy_ha": -0.3426,
  "lumo_energy_ev": 0.731,
  "orbital_gap_ha": 0.369,
  "charge": 0,
  "species": ["C", "C", "C", "C", "O", "S", "Cl", "H", "H", "H", "H", "H", "H", "H"],
  "xyz": [[-0.59413, -1.84971, -2.32992], [0.38225, -1.75473, -1.44771], [0.31213, 0.87328, 1.67105], [0.36296, 0.31329, 0.26388], [1.12044, -2.08859, 1.09619], [0.01343, -1.51183, 0.34775], [2.05106, -1.87748, -1.81358], [-0.41980, -1.99338, -3.38240], [-1.61648, -1.77872, -2.00211], [-0.69282, 0.79666, 2.07988], [0.98933, 0.30912, 2.30871], [0.61474, 1.91816, 1.68133], [1.35137, 0.43593, -0.17458], [-0.39454, 0.74761, -0.38462]],
  "lowdin_charge": [-0.0603, -0.9289, -0.1524, -0.3870, -0.5301, 0.8755, 0.6810, 0.0636, 0.0595, 0.0718, 0.0692, 0.0753, 0.0769, 0.0860]
}

---

Quick ranking, most stable first: version C, version B, version D, version A.

---

Version A
{
  "formula": "C4H8N3S",
  "method": "wB97M-V/def2-TZVPD",
  "homo_energy_ha": [-0.4678, -0.4678],
  "lumo_energy_ev": [-5.089, -5.088],
  "orbital_gap_ha": [0.281, 0.281],
  "charge": 1,
  "species": ["C", "C", "C", "C", "N", "N", "N", "S", "H", "H", "H", "H", "H", "H", "H", "H"],
  "xyz": [[0.03858, -0.38811, -0.15943], [-1.47860, 0.11196, -2.30491], [0.28973, -0.60897, 2.09550], [1.12698, 0.60882, 1.62533], [-0.31211, -1.13743, 0.83729], [0.98415, 0.48275, 0.22047], [-0.62516, 0.22428, -3.26746], [-2.84876, 0.37691, -1.71763], [0.80272, -1.35016, 2.64099], [-0.35912, -0.29019, 2.99398], [0.63243, 1.52499, 1.98925], [2.14385, 0.62257, 2.08297], [-1.10420, -1.75187, 1.03389], [1.39481, 0.95572, -0.57892], [0.35041, 0.03207, -3.45295], [-1.03569, 0.58666, -4.03838]],
  "lowdin_charge": [-0.1628, -0.7132, -0.1313, -0.1591, 0.0340, -0.0074, 0.1462, 0.9694, 0.0907, 0.1454, 0.1197, 0.1355, 0.1550, 0.1376, 0.1526, 0.0877]
}

---

Version B
{
  "formula": "C4H8N3S",
  "method": "wB97M-V/def2-TZVPD",
  "homo_energy_ha": -0.5103,
  "lumo_energy_ev": -4.197,
  "smiles": "C[C@@H]1N=N[C@@]2(CS2)[NH2+]1",
  "orbital_gap_ha": 0.356,
  "charge": 1,
  "species": ["C", "C", "C", "C", "N", "N", "N", "S", "H", "H", "H", "H", "H", "H", "H", "H"],
  "xyz": [[-2.92980, 0.11161, -0.90878], [0.62107, 0.46754, 0.82717], [-1.59825, -0.02110, -0.16840], [1.36835, -0.83138, 0.99340], [-0.45018, 0.62099, 1.72528], [-1.55956, 0.43068, 1.17743], [-0.26031, 0.23325, -0.74137], [-2.47255, -1.52077, -0.03090], [-3.67940, 0.69535, -0.27311], [-3.06092, 0.18756, -1.98219], [1.08096, 1.46345, 0.68659], [0.78170, -1.69752, 0.65638], [1.76606, -0.98819, 1.97760], [2.28962, -0.71104, 0.35839], [-0.12988, 1.01584, -1.41162], [0.16408, -0.63979, -1.12701]],
  "lowdin_charge": [-0.1973, -0.1850, -0.8742, -0.0247, 0.0983, 0.0311, 0.1674, 0.9753, 0.1146, 0.0865, 0.1612, 0.0954, 0.0948, 0.1148, 0.1822, 0.1597]
}

---

Quick ranking, most stable first: version A, version B.

---

Version A
{
  "formula": "C5H14N2",
  "method": "wB97M-V/def2-TZVPD",
  "homo_energy_ha": [0.0524, -0.1953],
  "multiplicity": 2,
  "lumo_energy_ev": [3.878, 4.183],
  "orbital_gap_ha": [0.090, 0.349],
  "charge": -1,
  "species": ["C", "N", "C", "C", "C", "C", "N", "H", "H", "H", "H", "H", "H", "H", "H", "H", "H", "H", "H", "H", "H"],
  "xyz": [[-0.89218, -0.78518, 0.23239], [-2.37816, -0.66768, 0.24413], [-2.94905, -0.59578, 1.62622], [-0.21216, 0.21391, -0.88319], [1.27589, -0.21246, -1.23025], [2.52785, 0.46086, -0.22146], [3.03685, 1.72301, -0.82383], [-0.54908, -0.46208, 1.16370], [-0.61995, -1.88001, -0.00961], [-2.89131, -1.45411, -0.10632], [-2.46874, 0.23092, 2.20868], [-4.01485, -0.40595, 1.62142], [-2.78433, -1.58988, 2.14744], [-0.82937, 0.21722, -1.83749], [-0.16306, 1.20122, -0.49600], [1.55775, -1.28039, -1.19193], [1.62821, 0.17948, -2.20011], [3.41614, -0.12497, 0.04924], [1.95053, 0.76134, 0.78029], [3.18273, 2.26528, 0.02983], [2.17628, 2.20526, -1.10314]],
  "lowdin_charge": [-0.2892, -0.1599, -0.3395, -0.2301, -0.1907, -0.3881, -0.1000, 0.0311, 0.1072, 0.0546, 0.0360, 0.0259, 0.0513, 0.0984, 0.0312, 0.0663, 0.0693, 0.0541, 0.0473, 0.0006, 0.0242]
}

---

Version B
{
  "formula": "C5H14N2",
  "method": "wB97M-V/def2-TZVPD",
  "homo_energy_ha": [-0.0087, -0.0633],
  "multiplicity": 2,
  "lumo_energy_ev": [3.929, 3.922],
  "orbital_gap_ha": [0.153, 0.207],
  "charge": -1,
  "species": ["C", "N", "C", "C", "C", "C", "N", "H", "H", "H", "H", "H", "H", "H", "H", "H", "H", "H", "H", "H", "H"],
  "xyz": [[4.46558, -1.11239, 0.12547], [0.27404, -0.58110, -0.41788], [-0.31857, 1.49011, 1.56657], [-1.35767, 1.14179, 0.51999], [-1.05944, -0.19030, -0.16641], [-2.07567, -1.06674, -0.92882], [-3.33164, -0.34908, -1.31789], [4.64465, -1.12857, 1.19640], [3.61401, -1.72168, -0.15397], [4.45447, -0.11849, -0.31407], [5.38695, -1.55107, -0.28975], [-0.49910, 0.93063, 2.48400], [-0.34319, 2.56327, 1.79870], [0.67735, 1.21428, 1.21377], [-2.35624, 1.10935, 1.00070], [-1.48765, 2.02086, -0.16318], [-0.12082, 0.18834, -1.10851], [-1.52528, -1.34542, -1.82435], [-2.35421, -1.92729, -0.30366], [-3.46762, 0.41072, -0.66936], [-3.21994, 0.02278, -2.24773]],
  "lowdin_charge": [-0.0568, -0.1155, -0.1731, -0.3169, -0.5466, -0.2726, -0.0392, 0.0052, 0.0145, 0.0117, 0.0029, 0.0563, 0.0486, 0.0384, 0.0817, 0.0770, -0.0018, 0.0656, 0.0755, 0.0143, 0.0310]
}

---

Version C
{
  "formula": "C5H14N2",
  "method": "wB97M-V/def2-TZVPD",
  "homo_energy_ha": [0.0523, -0.1755],
  "multiplicity": 2,
  "lumo_energy_ev": [4.034, 3.870],
  "orbital_gap_ha": [0.096, 0.318],
  "charge": -1,
  "species": ["C", "C", "C", "C", "N", "C", "N", "H", "H", "H", "H", "H", "H", "H", "H", "H", "H", "H", "H", "H", "H"],
  "xyz": [[1.88235, 0.83869, 0.40525], [0.85082, 0.47881, 1.51705], [-0.68755, 0.76377, 1.31698], [-1.27473, -0.45844, 0.46627], [-1.17254, -0.31739, -1.05450], [-0.94214, -1.57337, -1.81300], [1.27079, 1.03925, -0.86889], [2.30474, 1.78978, 0.84085], [2.79741, 0.17665, 0.52627], [1.09133, -0.61988, 1.49320], [1.15481, 0.98726, 2.45696], [-1.22747, 0.53864, 2.31621], [-1.08362, 1.61716, 0.71363], [-0.66001, -1.35673, 0.79377], [-2.31985, -0.64275, 0.74414], [-1.79898, 0.53922, -1.37050], [-1.69536, -1.47647, -2.68915], [0.14661, -1.73024, -2.01095], [-1.21954, -2.41505, -1.24599], [2.15222, 1.34751, -1.35824], [0.43072, 0.47359, -1.17937]],
  "lowdin_charge": [-0.4189, -0.2383, -0.2281, -0.3625, -0.2167, -0.4097, -0.0335, 0.0834, 0.0887, 0.0880, 0.0844, 0.0953, 0.0864, 0.0908, 0.0312, 0.0895, 0.0283, 0.0439, -0.0042, 0.0691, 0.0330]
}

---

Version D
{
  "formula": "C5H14N2",
  "method": "wB97M-V/def2-TZVPD",
  "homo_energy_ha": [0.0528, -0.1697],
  "multiplicity": 2,
  "lumo_energy_ev": [4.109, 4.103],
  "orbital_gap_ha": [0.098, 0.320],
  "charge": -1,
  "species": ["N", "C", "C", "C", "N", "C", "C", "H", "H", "H", "H", "H", "H", "H", "H", "H", "H", "H", "H", "H", "H"],
  "xyz": [[-1.72369, 1.94455, 1.38156], [-0.83763, 1.20864, 0.46170], [0.02026, 2.23080, -0.33737], [-0.00973, 0.09454, 1.08055], [0.77130, -0.59228, 0.06526], [0.31041, -1.59012, -0.86849], [1.22610, -2.77461, -0.90870], [-1.67331, 1.62198, 2.32457], [-2.65659, 1.91223, 0.99440], [-1.48169, 0.83416, -0.34151], [0.04947, 2.08412, -1.43757], [1.05751, 2.39105, -0.04364], [-0.54519, 3.16388, -0.34250], [0.64083, 0.60174, 1.79889], [-0.59236, -0.69849, 1.55029], [1.59759, -0.08875, -0.23264], [0.18148, -1.20446, -1.89430], [-0.69541, -1.86568, -0.53783], [1.15825, -3.34727, 0.02291], [0.93366, -3.44917, -1.72104], [2.26873, -2.47686, -1.01451]],
  "lowdin_charge": [-0.0096, -0.5491, -0.1667, -0.3125, -0.1010, -0.4374, -0.1940, 0.0097, 0.0039, 0.0750, 0.0390, 0.0506, 0.0416, 0.0993, 0.0599, 0.0973, 0.0684, 0.0685, 0.0547, 0.0462, 0.0562]
}

---

Quick ranking, most stable first: version D, version A, version B, version C.